This record from the OMol25 dataset describes 2 unconnected molecules or ions with the total composition C2H9NS2. The level of theory is ωB97M-V/def2-TZVPD.

For the molar mass, the calculation gives 111.23 g mol⁻¹. Its SMILES is CCN.SS. The value obtained for the electronic energy is -932.68600 a.u. The value obtained for the energy above the lowest of the compared OMol25 structures with the same formula, charge and spin is 23.9 kcal per mole. The calculation puts the max |F| at 2.01 eV Å⁻¹. The frontier orbital gap comes out at 9.05 eV. As for the LUMO energy: -0.208 eV. For the HOMO energy, the calculation gives -9.25 eV.

Last column: Löwdin charge in e.
Positions of all 14 atoms, in Å:
C -1.6060 -1.2466 -0.2772  -0.13
C -0.7884 0.0354 -0.2301  -0.35
N -1.6904 1.1460 0.3171  -0.04
H -1.8274 -1.6433 -1.2761  0.06
H -1.1033 -2.0989 0.1823  0.06
H -2.6134 -1.1219 0.1242  0.06
H 0.1171 -0.0302 0.4106  0.03
H -0.4436 0.2999 -1.2420  0.10
H -1.1972 2.0237 0.0789  0.05
H -1.5522 1.0309 1.3589  0.08
S 3.3041 -0.6135 0.1084  0.24
S 2.4989 1.3885 0.2771  0.26
H 3.6416 -0.7587 -1.1867  -0.21
H 3.2603 1.5889 1.3546  -0.22

=====

This record from the OMol25 dataset describes a molecular structure, C20H42AgBr6Cl3F6NO9S2. The level of theory is ωB97M-V/def2-TZVPD.

For the molar mass, the calculation gives 1312.33 g mol⁻¹. The net charge is +1. The value obtained for the electronic energy is -19885.85316 a.u. The calculation puts the max |F| at 4.42 eV Å⁻¹. The frontier orbital gap comes out at 4.39 eV. As for the LUMO energy: -6.778 eV. For the HOMO energy, the calculation gives -11.17 eV.

Last column: Löwdin charge in e.
Positions of all 90 atoms, in Å:
Ag -2.8486 3.5687 4.3373  0.91
O -0.2050 2.7188 0.9599  0.10
H -0.4413 1.7946 1.2461  0.06
H -0.7912 3.3934 1.3302  0.15
H 0.7246 2.8964 1.3478  0.00
O 0.5383 1.0665 4.2213  0.23
H 1.1204 1.7549 3.7497  0.11
H 0.0414 0.7031 3.4516  0.05
H -0.0370 1.5564 4.8253  0.15
C 3.5402 3.5626 2.7694  -0.06
C 2.2201 3.7385 1.9798  -0.52
C 2.4831 3.3027 0.5625  -0.07
O 1.2450 2.9352 2.6015  -0.29
H 3.4547 3.8643 3.8142  0.08
H 4.3874 4.0108 2.2513  0.07
H 3.7350 2.4896 2.8689  0.06
H 1.9941 4.8084 2.0593  0.14
H 1.6420 3.2989 -0.1468  0.06
H 2.7842 2.2549 0.4836  0.07
H 3.2044 3.9938 0.1232  0.11
C 0.9761 -0.5036 0.4242  -0.66
F 1.8661 0.0144 1.2846  0.11
F 0.7379 0.3745 -0.5301  0.13
F 1.5254 -1.6040 -0.0472  0.09
S -0.4593 -1.1369 1.4946  0.70
O -1.2184 -1.9688 0.6173  -0.23
O 0.2386 -1.8234 2.5529  -0.30
N -1.0371 0.3930 2.1596  -0.34
S -2.5789 0.2043 2.4835  0.60
O -2.9936 -1.0984 2.8918  -0.25
O -3.0018 1.3099 3.3599  -0.39
C -3.4510 0.5830 0.7931  -0.67
F -4.7285 0.7402 1.0705  0.17
F -2.8771 1.6580 0.2517  0.12
F -3.3135 -0.4101 -0.0417  0.17
C -4.2070 -4.2978 1.4532  -1.54
Cl -4.3395 -5.1910 -0.0830  0.54
Cl -4.4992 -5.3317 2.7741  0.58
Cl -5.3722 -2.9370 1.6522  0.52
H -3.1614 -4.0058 1.4522  0.00
C 2.7323 1.5539 -2.0029  -0.21
C 4.0515 2.2466 -2.3709  -0.15
C 4.4331 1.6445 -3.7304  -0.17
O 3.1815 1.1725 -4.2270  -0.13
C 2.5281 0.5583 -3.1510  -0.20
H 1.8746 2.2076 -1.8486  0.01
H 2.8008 0.9589 -1.0840  0.07
H 4.8063 2.1173 -1.5959  0.07
H 3.9120 3.3198 -2.5035  0.11
H 5.0414 0.7418 -3.6098  0.12
H 4.9002 2.4063 -4.3470  0.13
H 2.9740 -0.4254 -2.9645  0.11
H 1.4579 0.4587 -3.3357  0.09
C -6.5473 -2.2511 -2.2960  -0.14
C -6.6285 -0.8131 -1.7277  -0.16
C -5.7045 -0.0833 -2.6982  -0.23
O -4.7557 -1.0061 -3.1537  -0.19
C -5.0366 -2.3247 -2.6786  -0.18
H -7.1499 -2.2728 -3.2017  0.12
H -6.7960 -3.0122 -1.5595  0.10
H -6.2517 -0.8281 -0.7047  0.08
H -7.6452 -0.4439 -1.5925  0.11
H -5.1581 0.7335 -2.2007  0.10
H -6.2266 0.5194 -3.4490  0.12
H -4.2946 -2.6171 -1.9358  0.10
H -5.0253 -3.0396 -3.5037  0.12
Br 6.2166 1.4596 1.0346  0.67
C 5.1891 -0.2219 0.9992  -0.65
C 5.4924 -0.8234 -0.3642  -0.62
Br 4.3016 -2.4497 -0.6113  0.63
H 4.1434 0.0588 1.0896  0.01
H 5.4684 -0.8857 1.8117  0.06
H 6.5267 -1.1435 -0.4421  0.06
H 5.2555 -0.1284 -1.1641  0.02
Br 1.2249 -3.6384 5.1229  0.62
C 2.3606 -4.4535 3.7362  -0.67
C 1.4502 -4.9364 2.6492  -0.69
Br 2.4293 -6.1458 1.4085  0.59
H 2.9614 -5.2841 4.0978  0.06
H 2.9947 -3.6619 3.3448  0.05
H 1.1600 -4.1100 2.0091  0.02
H 0.6401 -5.5260 3.0662  0.05
Br -0.7313 2.5419 -2.3931  0.74
C -1.4543 1.6942 -3.9757  -0.66
C -1.5211 0.1625 -3.8542  -0.66
Br -2.4129 -0.6652 -5.4124  0.66
H -0.9893 2.1418 -4.8507  0.06
H -2.4633 2.1030 -4.0228  0.04
H -2.0817 -0.0235 -2.9394  0.04
H -0.5320 -0.2676 -3.7160  0.03

=====

This record from the OMol25 dataset describes 4 unconnected molecules or ions with the total composition C23H43BrN3O9S2. The level of theory is ωB97M-V/def2-TZVPD.

For the molar mass, the calculation gives 649.65 g mol⁻¹. The net charge is +1. The value obtained for the electronic energy is -5113.61408 a.u. The calculation puts the max |F| at 2.87 eV Å⁻¹. The frontier orbital gap comes out at 7.95 eV. As for the LUMO energy: -3.628 eV. For the HOMO energy, the calculation gives -11.58 eV.

Last column: Löwdin charge in e.
Positions of all 81 atoms, in Å:
C 5.3487 -2.6566 -0.7332  -0.15
C 4.6612 -1.8059 -1.8060  -0.51
S 3.0574 -2.5613 -2.2585  0.90
C 1.9673 -1.1071 -2.3880  -0.41
C 1.6403 -0.4737 -1.0276  -0.24
C 1.4777 1.0574 -1.0023  -0.21
O 2.6811 1.6725 -0.6159  0.07
C 2.5853 2.9861 -0.6088  -0.29
N 2.4206 4.1098 -0.4235  0.23
N 0.3689 1.2565 -0.0012  0.20
C 0.3274 0.0490 0.8982  -0.23
O 1.1815 0.3464 1.9767  -0.05
N 2.5485 -0.1936 1.8478  0.04
O 3.3220 0.5375 2.2935  0.16
C 0.6320 -1.1594 -0.0193  -0.27
C -0.7003 -1.2898 -0.8872  -0.10
C -0.8889 -2.6111 -1.6464  -0.18
C -1.5497 -3.7935 -0.9126  -0.21
S -3.2095 -3.5230 -0.2967  0.60
O -3.6395 -4.7772 0.2459  -0.27
O -4.0590 -3.0210 -1.3321  -0.26
O -3.1298 -2.4926 0.9449  -0.17
C 1.2052 -2.4355 0.6054  -0.19
C 0.8991 -2.6739 2.1061  -0.68
C -0.1089 -3.7846 2.3900  -0.13
Br 2.5923 -3.2500 2.9609  0.74
H 6.2922 -2.2028 -0.4357  0.08
H 4.6798 -2.7604 0.1242  0.05
H 5.5219 -3.6616 -1.1195  0.07
H 5.2555 -1.7881 -2.7198  0.07
H 4.5416 -0.7700 -1.4802  0.07
H 1.1025 -1.3302 -3.0097  0.08
H 2.5494 -0.3639 -2.9443  0.09
H 2.5960 -0.5938 -0.4886  0.11
H 1.0680 1.3575 -1.9655  0.14
H -0.5011 1.4393 -0.5073  0.18
H 0.4491 2.1242 0.6305  0.13
H -0.6573 -0.0377 1.3623  0.16
H -1.5939 -1.0354 -0.3100  0.10
H -0.6283 -0.5109 -1.6525  0.12
H -1.5478 -2.3922 -2.4923  0.13
H 0.0345 -2.9923 -2.0850  0.10
H -1.6797 -4.5937 -1.6424  0.13
H -0.9732 -4.2179 -0.0923  0.07
H -2.2124 -2.3163 1.1915  0.04
H 0.9412 -3.3398 0.0611  0.11
H 2.2849 -2.3593 0.5119  0.04
H 0.5961 -1.7880 2.6577  0.07
H -0.1503 -4.0263 3.4494  0.08
H -1.1172 -3.4396 2.1269  0.06
H 0.1003 -4.6788 1.8032  0.09
C 1.6991 3.5769 3.3877  0.00
C 0.2910 3.5600 2.8699  -0.43
O 0.0466 3.2789 1.7034  0.02
C -0.8022 3.8978 3.8321  -0.01
H 2.3770 3.3187 2.5812  0.07
H 1.9557 4.5683 3.7615  0.10
H 1.8028 2.8475 4.1916  0.10
H -0.6460 4.9017 4.2311  0.10
H -0.8019 3.1760 4.6489  0.10
H -1.7646 3.8585 3.3334  0.07
C -3.7727 1.2002 1.4114  -0.01
C -3.9773 1.4507 2.8866  -0.48
O -3.0762 1.8545 3.5893  0.06
C -5.3528 1.1839 3.4364  -0.01
H -2.7412 1.4403 1.1478  0.06
H -3.9741 0.1556 1.1759  0.07
H -4.4413 1.8338 0.8276  0.09
H -5.6179 0.1358 3.2881  0.09
H -6.0862 1.8155 2.9329  0.09
H -5.3658 1.4057 4.5008  0.09
C -1.8683 3.5120 -4.7109  -0.01
C -0.6717 2.6177 -4.5479  -0.48
O -0.3531 2.1788 -3.4583  0.03
C 0.1156 2.2883 -5.7860  -0.01
H -2.3427 3.6690 -3.7447  0.08
H -1.5588 4.4767 -5.1147  0.10
H -2.5875 3.0509 -5.3891  0.09
H 0.5051 3.2034 -6.2334  0.10
H -0.5229 1.7777 -6.5079  0.09
H 0.9494 1.6380 -5.5287  0.08

=====

This record from the OMol25 dataset describes 7 unconnected molecules or ions with the total composition C45H91N10O12S. The level of theory is ωB97M-V/def2-TZVPD.

For the molar mass, the calculation gives 996.35 g mol⁻¹. The net charge is +1. The value obtained for the electronic energy is -3617.14918 a.u. The calculation puts the max |F| at 7.23 eV Å⁻¹. The frontier orbital gap comes out at 6.78 eV. As for the LUMO energy: -2.913 eV. For the HOMO energy, the calculation gives -9.69 eV.

Last column: Löwdin charge in e.
Positions of all 159 atoms, in Å:
C -4.3762 -3.0968 -1.7639  0.12
C -3.4150 -2.2038 -1.5608  -0.08
C -2.4737 -0.8938 -1.6974  -0.11
C -2.5758 0.0880 -0.3885  -0.14
N -1.2714 0.7832 -0.0711  0.12
C -1.1165 2.1404 -0.7013  -0.26
C -0.6455 1.8800 -2.2448  -0.17
N 0.3945 2.8415 -2.7346  0.01
C 0.1125 2.8744 0.1016  -0.11
C 1.4608 1.9510 0.1462  -0.16
C 1.4857 1.0622 1.5289  -0.17
C 2.8744 1.1746 2.3438  -0.20
N 3.4667 -0.1523 2.7335  -0.16
C 2.5855 -0.8998 3.6984  -0.08
C 4.8301 0.0807 3.3044  -0.34
C 5.9716 -1.0560 3.0252  -0.01
O 5.1555 1.1423 3.9631  -0.02
C -2.4751 3.0546 -0.6084  -0.33
C -2.3708 4.4366 -1.4401  -0.09
O -3.6430 4.7807 -2.1050  -0.18
C -3.5862 4.4172 -3.5171  -0.16
C -2.9720 5.5777 -4.4673  -0.15
O -3.4918 5.4693 -5.8406  -0.18
C -2.9135 4.3240 -6.5197  -0.17
C -3.9332 3.0360 -6.5998  -0.16
O -3.1948 1.8654 -6.1376  -0.22
C -3.2477 0.7778 -7.0992  -0.27
C -1.9772 -0.2437 -6.9572  -0.09
N -2.6891 3.4493 0.8501  0.08
C -3.8208 4.0937 1.0002  -0.59
S -5.2043 5.0266 0.9593  0.75
O -3.5968 2.3085 -1.1569  -0.02
C -3.8580 1.0803 -0.4272  -0.25
O -5.0529 0.4374 -0.9808  -0.10
C -6.0673 0.2906 0.0835  -0.17
C -5.8006 -0.9619 1.0651  -0.19
C -5.2856 -0.5751 2.5458  -0.25
C -5.5112 -1.9187 3.4726  -0.13
H -4.9381 -4.0608 -2.0991  0.04
H -2.7049 -0.2598 -2.6269  0.12
H -1.3685 -1.2552 -1.8075  0.11
H -2.7699 -0.6379 0.5061  0.17
H -1.2450 0.9288 0.9686  0.18
H -0.5161 0.1047 -0.3393  0.17
H -1.6080 1.9379 -2.9034  0.13
H -0.2162 0.8003 -2.3766  0.12
H 1.3195 2.3897 -2.8722  0.05
H 0.0783 3.1893 -3.6695  0.09
H -0.1536 3.0847 1.2105  0.12
H 0.3098 3.9237 -0.3667  0.13
H 1.5141 1.1790 -0.7107  0.10
H 2.3878 2.6302 0.0385  0.12
H 1.3514 -0.0645 1.2442  0.11
H 0.5566 1.3047 2.1947  0.11
H 2.7133 1.7883 3.3256  0.13
H 3.6277 1.7488 1.6942  0.12
H 3.2680 -1.5236 4.4061  0.11
H 1.9019 -1.6820 3.1785  0.08
H 1.9710 -0.2055 4.3960  0.11
H 6.8845 -0.9331 3.7155  0.09
H 6.3231 -0.9221 1.9263  0.09
H 5.4657 -2.0910 3.1988  0.09
H -2.1373 5.3592 -0.7653  0.16
H -1.5754 4.4476 -2.2706  0.12
H -4.6540 4.2006 -3.9253  0.14
H -2.9665 3.4391 -3.6756  0.12
H -1.8255 5.4566 -4.5160  0.12
H -3.1659 6.6432 -4.0365  0.15
H -2.7212 4.6307 -7.6151  0.13
H -1.9128 3.9576 -6.0876  0.12
H -4.3812 2.8919 -7.6503  0.13
H -4.8253 3.3177 -5.9019  0.13
H -4.2503 0.1970 -6.9796  0.13
H -3.2206 1.1464 -8.2078  0.13
H -1.0521 0.3337 -7.3745  0.08
H -2.1522 -1.2259 -7.5349  0.08
H -1.7324 -0.4697 -5.8422  0.07
H -4.1304 1.2829 0.6912  0.15
H -7.0605 0.0564 -0.4829  0.14
H -6.2727 1.2937 0.6365  0.14
H -6.8303 -1.4941 1.2114  0.13
H -5.1215 -1.7764 0.5776  0.10
H -5.8253 0.3158 3.0306  0.11
H -4.1443 -0.3597 2.6098  0.09
H -5.8703 -2.7849 2.7786  0.08
H -4.5386 -2.2883 3.9640  0.07
H -6.3662 -1.7234 4.2284  0.08
C -7.0140 -5.9252 -3.3899  -0.31
O -6.2089 -5.4421 -2.6093  -0.03
N -6.7403 -6.9013 -4.3028  -0.20
C -7.7529 -7.4248 -5.1972  -0.05
C -5.3933 -7.4323 -4.3810  -0.04
H -8.0643 -5.5936 -3.4140  0.14
H -7.8606 -8.4984 -5.0228  0.09
H -7.4391 -7.2513 -6.2299  0.09
H -8.7148 -6.9367 -5.0289  0.09
H -5.1206 -7.8591 -3.4123  0.10
H -4.7012 -6.6185 -4.6131  0.08
H -5.3279 -8.2011 -5.1526  0.09
C 2.7962 -0.3947 -3.4524  -0.36
O 2.4347 -1.5502 -3.3096  0.00
N 4.0280 0.0962 -3.1255  -0.20
C 4.3813 1.4869 -3.3265  -0.06
C 5.0150 -0.8032 -2.5588  -0.04
H 2.1234 0.3713 -3.8741  0.12
H 5.2373 1.5421 -4.0038  0.10
H 4.6479 1.9291 -2.3628  0.09
H 3.5475 2.0450 -3.7580  0.07
H 5.2063 -1.6147 -3.2654  0.10
H 4.6198 -1.2300 -1.6332  0.09
H 5.9445 -0.2710 -2.3503  0.09
C 0.6568 -4.1746 3.3230  -0.34
O 1.4679 -3.7101 4.1080  -0.02
N 0.9183 -5.1368 2.3917  -0.20
C -0.1036 -5.6349 1.4923  -0.05
C 2.2599 -5.6781 2.2978  -0.04
H -0.3917 -3.8341 3.3082  0.13
H -0.2201 -6.7106 1.6479  0.10
H 0.2084 -5.4451 0.4620  0.06
H -1.0607 -5.1412 1.6735  0.08
H 2.5332 -6.1247 3.2573  0.10
H 2.9582 -4.8664 2.0772  0.09
H 2.3148 -6.4333 1.5121  0.09
C 6.3891 2.3863 9.0317  -0.33
O 7.6003 2.3846 9.1673  0.00
N 5.7226 2.1009 7.8730  -0.20
C 4.2773 2.1241 7.7910  -0.06
C 6.4867 1.7640 6.6872  -0.04
H 5.7147 2.6286 9.8696  0.13
H 3.9219 1.1330 7.4963  0.09
H 3.9754 2.8595 7.0403  0.09
H 3.8343 2.3917 8.7526  0.08
H 7.0963 0.8804 6.8945  0.10
H 7.1495 2.5978 6.4407  0.10
H 5.8213 1.5624 5.8454  0.04
C -0.1148 -4.8121 -2.7797  -0.33
O -0.0697 -5.6124 -1.8607  0.00
N -0.6601 -5.0494 -4.0093  -0.20
C -0.6746 -4.0436 -5.0513  -0.06
C -1.2429 -6.3488 -4.2804  -0.04
H 0.2993 -3.7952 -2.6803  0.12
H -1.7112 -3.8367 -5.3315  0.09
H -0.1294 -4.4232 -5.9197  0.09
H -0.2045 -3.1188 -4.7101  0.08
H -2.0499 -6.5345 -3.5666  0.09
H -0.4770 -7.1180 -4.1517  0.10
H -1.6359 -6.3886 -5.2978  0.09
C 9.6541 7.2308 8.4453  -0.35
O 10.8340 6.9852 8.6184  0.01
N 8.6248 6.3534 8.6467  -0.20
C 7.2442 6.7224 8.4178  -0.07
C 8.9244 5.0095 9.1045  -0.04
H 9.3155 8.2212 8.0985  0.13
H 6.6862 6.6094 9.3513  0.09
H 6.8210 6.0618 7.6558  0.08
H 7.1662 7.7572 8.0775  0.08
H 9.4456 5.0672 10.0637  0.10
H 9.5796 4.5227 8.3778  0.10
H 8.0100 4.4303 9.2187  0.05

=====

This record from the OMol25 dataset describes a single C4H4ClFO molecule. The level of theory is ωB97M-V/def2-TZVPD.

For the molar mass, the calculation gives 122.53 g mol⁻¹. Its SMILES is FC1=C(Cl)COC1. The value obtained for the electronic energy is -790.07100 a.u. The value obtained for the energy above the lowest of the compared OMol25 structures with the same formula, charge and spin is 6.7 kcal per mole. The calculation puts the max |F| at 1.73 eV Å⁻¹. The frontier orbital gap comes out at 10.05 eV. As for the LUMO energy: 0.845 eV. For the HOMO energy, the calculation gives -9.20 eV.

Last column: Löwdin charge in e.
Positions of all 11 atoms, in Å:
F -0.2528 2.0970 0.0217  0.11
C -0.4957 0.7953 -0.0114  -0.30
C 0.3810 -0.2127 0.0054  -0.63
Cl 2.0689 -0.1695 -0.0132  0.74
C -0.3600 -1.5023 0.0411  -0.21
O -1.7204 -1.1349 -0.0330  -0.10
C -1.8644 0.2858 -0.0113  -0.12
H -0.1054 -2.1443 -0.7929  0.12
H -0.1841 -2.0844 0.9485  0.13
H -2.4335 0.5687 -0.9131  0.14
H -2.3744 0.5508 0.9081  0.13